1.
Here is a structure of composition C40H98N7NaO8 at a distorted geometry from the OMol25 dataset. Energies are from the ωB97M-V functional and the def2-TZVPD basis.

The gap between HOMO and LUMO is 6.198 eV. The HOMO energy comes out at -6.74 eV. The total energy is -74290.229 eV. The multiplicity is 1. For the largest force on an atom, the calculation gives 2.2 eV/A.

The geometry in XYZ format:
```
154
Properties=species:S:1:pos:R:3:forces:R:3
Na 1.161834 4.378642 1.515013 -0.7338 -1.0769 -0.0652
O -2.239201 -3.698926 1.196800 -0.0610 0.1565 0.2267
O 5.195925 4.061039 -2.998676 -0.3417 -0.6463 0.0912
O 4.719527 -2.676900 0.665309 -0.2128 0.5162 0.1858
O -0.976401 4.942595 0.098413 -0.1763 0.9319 0.2931
O 1.749521 -1.898228 4.887289 0.3609 -0.1380 -0.0057
O 0.448060 2.072011 2.175094 1.0141 0.7485 -1.0571
O -4.968607 0.768362 -4.343591 -0.1419 1.0427 -0.1301
O -5.758085 0.669479 3.334526 0.0835 0.2249 -0.0092
N 4.736000 -3.103334 -0.669667 0.7899 -1.9216 0.0373
N -3.798591 0.198028 -3.835322 0.0148 -1.8359 0.4204
N 2.809149 3.404080 -0.120203 0.4359 0.8115 -0.1692
N -1.802280 4.712093 3.030512 0.2701 0.8719 0.5265
N -4.056343 -5.973373 1.724884 0.5854 0.0719 -0.0206
N -3.154203 1.855579 4.207014 -1.7429 -0.2207 1.3179
N 2.163270 1.008498 4.953246 1.1044 -0.4450 -0.5166
C -3.373519 1.076773 2.984011 0.2422 1.0533 0.0275
C 3.498823 -4.002741 -2.587764 0.3370 0.8503 -0.6863
C -1.279693 -3.028024 0.401329 -0.7057 -0.3045 -0.1067
C 3.406693 -3.373634 -1.190952 -1.1885 -0.1390 0.7071
C 5.821771 -2.522940 -1.415678 0.3205 1.2840 -1.0991
C 4.420904 4.247087 -1.845144 -0.3364 0.9638 1.0068
C 6.040939 2.935168 -2.897307 0.5578 -0.1704 -0.8537
C 0.262704 1.336324 1.016330 -0.0687 0.8454 1.5234
C -4.745853 0.156421 -1.601962 -0.6983 -0.0587 -0.1313
C -6.974699 0.374971 2.679150 0.3308 -0.2487 0.1979
C -3.439186 -3.930751 0.510973 -0.1677 -0.1312 -1.2667
C -2.767121 0.054267 -4.866223 0.4975 0.0720 0.1761
C -1.183593 -0.395029 -2.916958 -0.3726 -0.1447 -0.8263
C -2.180393 1.406147 -5.321965 0.0065 0.0146 -0.8754
C 5.669696 -0.967696 -1.574141 -0.6300 -0.8736 -0.1128
C 3.533500 3.094864 -1.368252 -0.1738 -1.1740 -0.4138
C -2.585040 5.250602 1.931873 0.3553 0.0252 -1.0100
C 2.556513 -2.099444 -1.171269 0.1316 0.8987 -1.0057
C 3.211587 -0.005158 5.250713 0.5123 0.6123 0.4912
C -1.664721 -0.855921 -4.313314 0.6067 0.3405 1.3447
C 2.552369 2.574343 -2.422955 -0.1909 0.5869 -0.3832
C 0.526959 -0.142834 1.202441 -0.1320 -0.2586 -0.4014
C 3.445334 -0.243334 6.744220 -0.3359 0.0202 -0.1418
C 5.889972 -3.146413 -2.821787 0.2132 -0.6214 -0.1975
C -2.911530 -0.357827 3.122200 0.7690 0.0340 -0.2570
C -4.635696 -3.763932 2.689548 -0.0621 -0.0871 -0.2018
C -3.521926 0.536149 -2.433134 -0.6505 0.3952 -0.1818
C -3.241744 2.035942 -2.238880 0.7527 -0.0585 -1.0694
C 2.951332 -1.276214 4.486760 -0.1323 0.0349 -1.1225
C -2.262080 4.557564 0.598627 0.1540 0.1094 -0.0563
C -0.722861 4.483129 -1.214589 0.6974 -0.6307 0.2063
C -2.369860 -0.329142 -1.958181 1.2525 0.6451 0.7754
C 2.683201 -4.418412 -0.305385 0.7045 -0.0547 0.4155
C -3.385991 -0.698893 -6.044930 -0.9891 0.4573 -0.5407
C -2.476498 6.772852 1.749254 -0.2892 0.2402 0.5003
C -4.462306 -4.595603 1.403420 -0.1300 -0.1653 1.3083
C 4.559239 -3.375921 -3.500157 -0.1606 0.4517 -0.3669
C -4.792304 1.169844 2.428435 0.3260 -0.9059 -0.1208
C 7.193292 -2.783588 -0.825757 0.5469 -0.2903 0.7684
C 1.440978 -2.975092 4.038859 -0.2287 -0.5843 0.4042
H -0.891626 5.177022 3.004955 0.0962 -0.4037 -0.2415
H 5.058046 4.510116 -0.985716 0.3389 -0.1747 0.0065
H 4.192008 -2.440553 -3.939463 -0.1279 0.0451 0.2511
H -2.779699 1.648994 2.255803 0.2487 -0.6021 -0.2357
H -5.430401 -4.663824 0.904239 0.1142 0.1591 -0.3078
H -1.550029 -1.987068 0.204178 -0.0289 0.0965 0.3935
H 4.189141 0.374757 4.912377 -0.0160 -0.2483 -0.3831
H -3.644307 5.030860 2.090978 0.0645 -0.1843 0.2670
H -1.867942 1.276474 -6.362709 0.0701 0.1900 -0.0014
H 6.804948 3.072854 -2.127874 -0.1810 -0.1388 0.3085
H 5.507519 1.986787 -2.798391 -0.0887 0.0983 0.4059
H -4.847992 0.518747 1.545135 0.1418 0.2636 -0.2179
H 6.404020 -4.115570 -2.837863 -0.0258 -0.0228 0.6632
H 2.568321 -3.800360 -3.124020 -0.3115 -0.3690 0.3722
H 2.316579 2.549794 0.129431 0.1047 0.0307 0.3725
H -3.161882 2.325111 -1.193782 -0.1640 0.0313 0.0293
H 4.692413 -4.030383 -4.365651 0.0740 -0.0041 0.0321
H -0.037875 -0.452082 2.083658 -0.1153 -0.2655 -0.1850
H 1.877257 -4.894634 -0.861847 -0.0044 0.0172 -0.0439
H 0.848911 1.695547 0.144885 -0.0139 -0.0851 -0.3557
H -2.529072 7.249236 2.732590 -0.1258 -0.0216 -0.0061
H -3.235748 -4.539240 -0.385417 0.0147 -0.3652 0.2288
H 1.041873 -2.700220 3.058172 0.1717 0.4303 -0.0663
H -3.706873 1.392310 4.943225 0.6609 -0.4853 -0.0019
H -4.611015 0.313611 -0.531571 0.3560 0.0098 -0.0557
H -3.947239 2.644280 -2.808491 -0.4369 -0.0933 0.4427
H -1.543277 4.607957 -1.923968 -0.2366 0.0803 0.2703
H -2.892551 -0.766635 2.106854 -0.4484 -0.5283 0.2234
H -3.702723 -3.749665 3.254408 0.0981 0.2468 -0.1992
H 3.850599 5.166888 -1.995224 -0.3282 -0.1896 -0.2913
H -7.665967 0.022251 3.442310 -0.2246 0.4521 -0.0045
H -5.623551 0.748522 -1.875050 0.1097 0.0785 -0.0719
H -4.938649 -2.747392 2.428071 0.0430 0.0694 0.2794
H -3.055917 4.908247 -0.072560 0.2061 -0.1654 -0.3952
H 3.828583 -1.943675 4.483479 -0.1621 -0.2359 0.6958
H 3.727558 0.673222 7.265410 -0.1089 0.1177 -0.1418
H 1.644448 2.086801 -2.060815 0.3050 -0.1425 0.5871
H -4.957243 2.209617 2.112197 -0.4683 0.0166 0.1658
H 7.338046 -3.851355 -0.642374 -0.0201 0.0187 0.0268
H -0.443354 3.424945 -1.130622 -0.1912 -0.0694 -0.3934
H 0.674041 -3.574630 4.529097 -0.0292 0.0542 0.0674
H 6.607576 -0.500557 -1.868084 0.0567 0.0757 0.1887
H -5.365807 -4.208469 3.368637 -0.2436 0.0120 -0.2339
H 4.914753 -3.463609 1.187049 0.0443 0.0009 -0.0963
H 2.548505 -0.638767 7.220976 0.0903 -0.1259 0.0319
H -0.379171 -1.038709 -2.554435 -0.2135 -0.2421 0.1322
H -2.927129 2.201228 -5.310819 -0.1434 -0.1370 -0.0071
H 2.313858 -3.621472 3.897624 0.0851 -0.0263 -0.0934
H -6.887684 -0.463636 1.974777 0.3219 0.1018 -0.1305
H 0.146484 5.017966 -1.599605 -0.0375 0.0881 0.0810
H -2.239160 3.464219 0.617364 -0.4100 -0.0237 0.4890
H -3.500438 -0.921390 3.846856 -0.3968 -0.0818 -0.4078
H -1.255527 -3.495404 -0.590841 0.5029 -0.2287 0.0320
H 2.865362 -1.063851 3.407129 -0.0918 0.4048 0.0417
H -3.319796 7.157515 1.172116 0.1127 0.0248 -0.1455
H 1.470243 -2.201268 -1.131897 0.0470 -0.5525 -0.0551
H 2.778825 -1.564624 -2.104213 -0.1427 0.2686 0.1496
H -2.033076 -1.877506 -4.206444 -0.0659 -0.0579 -0.2678
H 6.569385 -2.526009 -3.412732 -0.2724 0.2104 -0.1133
H -2.300396 2.267933 -2.750412 0.1807 -0.0177 0.3960
H -4.698011 -6.400719 2.383816 -0.2395 0.1386 -0.1311
H 4.290652 -0.926536 6.848799 -0.1497 -0.1797 0.1461
H 0.200708 -0.635071 0.278055 -0.1776 -0.3416 0.2353
H 2.042787 0.897655 3.942040 -0.8879 0.2309 0.1105
H -7.302693 1.257794 2.124812 -0.4565 -0.0417 0.1168
H 3.644406 -5.081724 -2.545827 0.0615 -0.0173 0.2668
H -1.993789 0.134725 -1.035924 -0.1533 -0.0261 0.0986
H -0.681431 0.567487 -3.055553 -0.2749 0.2276 0.2980
H -0.800042 1.439984 0.709416 -0.1324 -0.1980 -0.4063
H -0.350481 -3.095893 0.955301 0.2484 0.1150 -0.2826
H 1.563118 -0.460076 1.350993 0.1558 0.4854 0.0965
H -2.709930 -1.314052 -1.634854 -0.0934 -0.1569 -0.4868
H -5.012336 -0.892289 -1.759530 0.1200 -0.0332 0.0019
H 3.523168 3.591132 0.581962 -0.1325 -0.3019 0.1378
H -1.546994 7.124688 1.300648 0.0269 -0.3068 -0.1573
H -3.189494 -5.894466 2.255412 0.0668 -0.1488 -0.2168
H 2.262353 -4.014709 0.617184 0.0102 0.2868 -0.1149
H -2.150216 5.143003 3.889897 -0.2807 -0.4618 0.0017
H 6.579536 2.825064 -3.841405 -0.0600 0.3356 -0.0328
H 3.410595 -5.174083 0.008534 -0.1237 -0.1841 -0.2083
H 2.809872 -1.436790 -0.344924 0.1820 -0.1821 0.0864
H -1.304139 1.785043 -4.794056 -0.0683 -0.3040 0.3148
H -4.024540 -0.040153 -6.642180 -0.0835 0.0445 0.2079
H 4.933491 -0.774200 -2.358798 -0.0153 0.1690 0.0596
H -0.774124 -0.835851 -4.943929 -0.2863 -0.1459 -0.4582
H 2.160640 3.419260 -2.998179 0.2294 -0.0853 -0.2749
H -4.029080 -1.491745 -5.661024 0.1135 -0.1019 0.0002
H -3.843528 -3.014235 0.052674 -0.0674 0.3170 0.5363
H -1.880619 -0.487910 3.460580 0.0220 0.6186 0.0995
H 2.659307 1.899406 4.964387 -0.3308 0.1215 0.4131
H 7.440380 -2.241867 0.091135 -0.4577 -0.0235 0.0928
H -3.769973 2.676599 4.188008 0.6464 0.3389 -0.6357
H 4.219341 2.266189 -1.150452 -0.0128 -0.0149 0.0271
H 3.047201 1.854290 -3.074722 -0.0121 0.2159 -0.2222
H -2.706939 -1.125953 -6.783658 0.5130 0.0326 0.4409
H 7.964170 -2.461412 -1.528125 -0.1273 -0.0849 -0.2116
H -5.681718 0.133110 -4.211655 0.2716 -0.1898 0.0183
H 5.273404 -0.590500 -0.632053 0.2509 0.3227 0.0014
```
Forces are in eV/Å.

=====

2.
Here is a structure of composition C4H11N3 at a distorted geometry from the OMol25 dataset. Energies are from the ωB97M-V functional and the def2-TZVPD basis.

The gap between HOMO and LUMO (spin up / spin down) is 8.585 / 8.580 eV. The HOMO energy (spin up / spin down) comes out at -7.90 / -7.89 eV. The total energy is -8790.169 eV. The multiplicity is 1. For the largest force on an atom, the calculation gives 6.2 eV/A.

The geometry in XYZ format:
```
18
Properties=species:S:1:pos:R:3:forces:R:3
N 0.263470 0.393708 0.390681 -5.2898 0.7868 -1.5946
N 2.341083 -0.406459 0.629581 -0.5415 -1.1447 -1.1848
N -1.331203 -0.042246 -0.574795 1.3573 -0.0274 1.0964
C 0.611789 1.762627 -0.010838 0.1413 -0.0029 -0.0214
C -2.374195 -0.307402 0.381841 -0.4938 0.4900 0.1941
C 0.716014 -1.797562 -0.898484 -0.3784 0.2964 -0.3406
C 0.687593 -0.637065 -0.281426 5.7488 -0.9037 2.1705
H 2.275187 -0.761107 1.581183 -0.3990 0.0070 -0.1893
H -0.135408 -2.132573 -1.465665 -0.0729 -0.0511 0.0806
H 2.771155 0.512262 0.703081 -0.4424 0.0151 -0.3250
H -1.490643 0.654318 -1.295791 -0.2253 0.3705 0.5026
H -0.307334 2.346127 -0.041534 0.0685 -0.0667 -0.0097
H -2.013577 -0.901091 1.223633 0.3627 0.0112 -0.1913
H -2.829443 0.591094 0.815049 -0.0583 0.0223 -0.0047
H 1.124879 1.806781 -0.973968 -0.0589 0.0010 0.0198
H 1.629936 -2.367485 -0.890076 0.0847 0.1070 0.0499
H 1.243996 2.196095 0.763028 0.0351 -0.0726 -0.0324
H -3.183299 -0.910021 -0.055500 0.1618 0.1619 -0.2200
```
Forces are in eV/Å.

=====

3.
Here is a structure of composition C22H34N2O6P2Sn at a distorted geometry from the OMol25 dataset. Energies are from the ωB97M-V functional and the def2-TZVPD basis.

The gap between HOMO and LUMO is 6.594 eV. The HOMO energy comes out at -8.14 eV. The total energy is -63031.844 eV. The multiplicity is 1. For the largest force on an atom, the calculation gives 3.4 eV/A.

The geometry in XYZ format:
```
67
Properties=species:S:1:pos:R:3:forces:R:3
Sn -1.331280 0.068983 3.073445 1.3806 -0.4644 -0.2530
P 0.063233 1.608740 -4.418907 0.4201 0.8525 -1.2743
P 0.051503 -1.433724 -4.521121 -0.3063 -0.7531 -1.2998
O 2.667404 -1.969603 6.545864 -1.7238 0.6658 1.8337
O -0.582880 2.987523 4.405494 0.8473 -1.2809 0.4008
O 1.750474 -2.407834 8.500173 -0.0038 1.5270 -1.9305
O 0.482293 1.164571 3.535934 -1.1567 0.6711 1.1919
O -2.177900 0.226515 9.855707 0.6851 1.0596 -1.8465
O -2.855745 1.832775 8.537275 1.6505 -1.4746 0.3115
N -2.032688 0.947607 8.848398 -2.7207 0.4782 1.9983
N 1.871196 -1.702584 7.476916 2.0481 -2.0940 0.2925
C -1.793755 -0.833836 -0.885376 -0.4036 0.1234 -0.1863
C -0.769534 1.532642 6.839391 -0.1968 -0.1913 0.2385
C 0.053966 1.947361 4.542433 0.1536 0.6721 -0.9902
C 0.593699 -1.704940 -0.569261 -0.4816 -0.1915 0.6215
C -0.726851 -1.748198 -0.355638 0.3912 -0.3432 0.1774
C 1.058371 -0.510636 7.349616 -1.2276 1.5774 -0.8392
C -1.442913 0.635809 -1.230958 -0.3975 -0.3419 -0.6240
C 1.151408 3.057692 -4.782940 -0.1029 0.1538 0.2053
C -1.007004 -2.890844 -4.897734 0.0851 -0.1741 0.0666
C 1.307613 -0.744526 -1.447516 0.2354 0.7489 -0.4949
C 0.024703 -0.269292 8.264945 0.0654 -0.0155 -0.0418
C -1.551008 2.405301 -4.836293 -0.0248 0.0355 0.3012
C 0.299027 0.846071 -6.119423 0.0199 -0.0102 0.2223
C 0.255190 1.311221 5.914606 -0.2033 -0.6907 0.7806
C -0.621141 1.348919 -0.218169 -0.1584 0.1549 0.9309
C 1.751983 0.595822 -0.803200 0.4226 -0.3433 -0.0211
C -0.036592 -1.724091 3.297416 -0.4523 0.1798 -0.2755
C 0.704303 1.362513 -0.067080 -0.1877 0.3479 0.5918
C 1.665400 -2.170104 -5.056961 0.0130 -0.0387 0.3056
C -0.898726 0.743537 7.995516 1.6751 -0.0334 -1.3822
C 1.187424 0.292095 6.190707 -0.2025 -0.4783 0.0757
C -0.261619 -0.571520 -6.151225 -0.0502 -0.0762 0.1445
H 1.951164 -2.958628 -4.349826 0.1255 0.1910 -0.1534
H -2.399465 1.179865 -1.315655 0.2628 -0.2266 -0.0697
H 2.443063 -1.396216 -5.083065 -0.0855 -0.2315 0.0515
H -0.065394 -0.870254 9.157780 -0.0933 -0.1087 -0.0624
H -0.738395 -3.309147 -5.878670 -0.1911 -0.0238 0.2400
H 0.095668 -2.050219 2.239033 -0.0400 -0.1795 0.8572
H -2.340183 1.643996 -4.864001 0.0553 0.2281 0.0433
H -0.200142 1.482609 -6.864534 0.2469 -0.0703 0.1368
H -2.611592 -0.807631 -0.143739 0.1913 -0.0991 -0.1681
H -1.215131 1.905806 0.526472 0.3909 0.0729 -0.3688
H -1.783391 3.150485 -4.066159 -0.1572 -0.1544 -0.1629
H -0.977079 0.705025 -2.221139 -0.0295 -0.1597 0.2841
H -2.222449 -1.319801 -1.781168 -0.0230 0.2450 0.2365
H 2.219418 -1.257564 -1.790751 -0.2236 0.2620 -0.1867
H 1.548024 -2.604529 -6.060069 0.1143 0.0674 0.2749
H 0.843683 3.544605 -5.720082 0.1596 -0.0424 0.2425
H -1.519162 2.280774 6.611830 0.0502 -0.0233 0.0778
H 0.945436 -1.474806 3.729322 -0.4410 0.0119 -0.1978
H -2.058030 -2.572136 -4.904367 0.2216 -0.2004 0.0438
H 0.671231 -0.539047 -2.321562 0.5242 0.0061 0.3680
H -1.477759 2.897248 -5.815869 -0.1036 -0.0752 0.2634
H 1.964313 0.049091 5.468851 -0.2152 0.0510 0.1448
H 1.375480 0.859205 -6.348250 -0.2354 -0.1149 0.1099
H 2.551819 0.395094 -0.071424 -0.1529 -0.0100 -0.1809
H -0.851528 -3.643563 -4.114366 -0.1926 0.0457 -0.2327
H 0.203549 -1.160085 -6.955026 -0.2668 0.0694 0.1067
H 2.189849 2.710706 -4.874841 -0.2390 0.1724 0.0863
H 1.234969 -2.440822 -0.078025 -0.3172 0.0025 -0.0103
H 2.228255 1.237837 -1.568453 -0.2366 -0.2640 0.1566
H -1.347822 -0.573896 -6.323201 0.2071 0.1131 0.0548
H 1.074693 3.769274 -3.951172 0.1662 -0.0257 -0.2473
H -1.128230 -2.576619 0.246423 0.2751 0.3067 -0.1330
H 1.085862 1.994970 0.745869 -0.1407 -0.2713 -0.2541
H -0.540271 -2.485609 3.927781 0.3007 0.1831 -0.5819
```
Forces are in eV/Å.